{
  "formula": "C5H9NO",
  "method": "ωB97M-V/def2-TZVPD",
  "e_above_lowest_kcal_mol": 49.9,
  "total_energy_ha": -325.8581,
  "charge": 0,
  "homo_lumo_gap_ha": 0.3829,
  "species": ["C", "C", "C", "N", "C", "C", "O", "H", "H", "H", "H", "H", "H", "H", "H", "H"],
  "xyz": [[-0.1553, 0.2720, -2.0992], [-0.4067, -0.2715, -0.6854], [0.8417, -0.6521, 0.1310], [0.2677, -0.9637, 1.4351], [0.5426, -0.1740, 2.3809], [-1.1872, 0.6874, 0.2189], [-2.3865, 0.7717, 0.2896], [0.3479, 1.2458, -2.1195], [-1.1034, 0.3725, -2.6397], [0.4654, -0.4356, -2.6617], [-1.0149, -1.1764, -0.7796], [1.3569, -1.5177, -0.2959], [1.5525, 0.1935, 0.1733], [-0.5353, 1.2952, 0.9041], [-0.0694, -0.1817, 3.2840], [1.3661, 0.5544, 2.3442]],
  "atomic_forces_ev_per_a": [[0.0, 0.0, 0.0], [-0.1, -0.1, 0.1], [0.1, 0.0, -0.1], [0.2, 0.1, 0.2], [0.1, -0.3, 0.2], [-0.3, 0.2, -0.1], [0.5, 0.0, -0.2], [0.0, -0.1, 0.1], [0.2, 0.0, 0.2], [-0.1, 0.1, 0.1], [0.0, 0.1, 0.1], [-0.1, 0.1, 0.0], [-0.1, -0.1, 0.0], [-0.4, 0.2, -0.6], [0.3, -0.3, 0.1], [-0.2, 0.1, -0.2]],
  "mulliken_charge": [-1.405, 0.570, -0.714, -0.437, -0.401, -0.006, -0.510, 0.341, 0.369, 0.349, 0.201, 0.361, 0.350, 0.311, 0.292, 0.329]
}

***

{
  "formula": "C14H27N2SV",
  "method": "ωB97M-V/def2-TZVPD",
  "multiplicity": 3,
  "total_energy_ha": -2000.7672,
  "charge": 2,
  "s2": 2.072,
  "homo_lumo_gap_ha": [0.2927, 0.3143],
  "species": ["C", "H", "H", "H", "C", "H", "H", "C", "H", "H", "H", "C", "C", "C", "C", "C", "C", "C", "C", "C", "C", "V", "H", "H", "H", "H", "H", "H", "H", "H", "H", "H", "H", "H", "H", "H", "H", "N", "C", "N", "S", "H", "H", "H", "H"],
  "xyz": [[0.3545, -1.6065, -2.8023], [-0.0887, -2.3234, -3.5100], [0.3197, -0.6150, -3.2762], [-0.3178, -1.5677, -1.9048], [1.7697, -2.0012, -2.4333], [2.1734, -1.2853, -1.6918], [1.7640, -2.9773, -1.9262], [2.7039, -2.0590, -3.6402], [3.7214, -2.3426, -3.3529], [2.3477, -2.7891, -4.3741], [2.7575, -1.0852, -4.1408], [-0.3684, 1.2943, 1.6615], [0.9977, 1.4463, 1.2165], [0.9656, 1.8420, -0.1610], [-0.4016, 2.0147, -0.5470], [-1.2322, 1.7374, 0.5824], [-2.6960, 1.9623, 0.6873], [-0.8478, 2.4998, -1.8593], [2.1232, 2.1141, -1.0182], [2.2053, 1.3256, 2.0753], [-0.7914, 1.0103, 3.0158], [-0.0846, -0.0613, 0.0933], [-1.9133, 2.3144, -2.0495], [-0.6851, 3.5877, -1.9740], [-0.2884, 2.0184, -2.6788], [-3.2047, 1.9301, -0.2889], [-3.1796, 1.2038, 1.3210], [-2.9407, 2.9475, 1.1363], [-0.1029, 0.3419, 3.5505], [-0.8365, 1.9539, 3.5997], [-1.7925, 0.5581, 3.0731], [3.1179, 1.1090, 1.5006], [2.4066, 2.2515, 2.6507], [2.0942, 0.5178, 2.8125], [1.9725, 1.7246, -2.0390], [2.3060, 3.1994, -1.1277], [3.0555, 1.6702, -0.6425], [-1.4959, -3.9455, 2.1269], [-1.9845, -2.7217, 2.1107], [-3.0745, -2.3281, 2.7313], [-1.1508, -1.5920, 1.2174], [-1.9611, -4.6897, 2.6495], [-0.6222, -4.2587, 1.6257], [-3.4667, -1.3454, 2.7121], [-3.6282, -2.9804, 3.2886]],
  "atomic_forces_ev_per_a": [[-0.4, 0.4, 0.0], [0.0, 0.2, 0.4], [0.0, -0.2, 0.0], [0.1, -0.2, -0.3], [0.3, -0.2, 0.4], [0.1, 0.0, -0.1], [0.0, 0.2, -0.1], [0.1, 0.1, -0.1], [-0.2, 0.0, 0.0], [0.0, 0.1, 0.1], [0.0, -0.1, 0.1], [0.9, 1.7, -1.2], [-0.5, 0.6, -0.1], [-0.6, 0.4, 1.2], [-0.2, 0.3, 1.0], [0.8, 0.3, -0.1], [-1.0, -0.2, -0.1], [-0.3, 0.2, -1.3], [1.1, -0.1, -1.0], [0.7, -0.4, 0.4], [-0.5, -0.1, 2.1], [0.1, -1.1, -1.5], [0.3, 0.0, 0.1], [0.0, -0.4, 0.2], [-0.2, 0.2, 0.2], [0.3, 0.0, 0.3], [0.2, 0.2, -0.2], [0.4, -0.5, -0.2], [-0.2, 0.2, -0.2], [0.0, -0.4, -0.3], [0.3, 0.2, -0.1], [-0.3, 0.1, 0.1], [-0.3, -0.3, -0.4], [0.0, 0.2, -0.2], [0.0, 0.2, 0.3], [-0.2, -0.4, 0.1], [-0.3, 0.1, 0.0], [0.6, -1.6, 0.1], [-0.1, -0.2, 0.1], [-1.7, 0.6, 1.0], [0.8, 0.0, -1.0], [0.1, 0.4, -0.2], [-1.5, 1.0, 0.7], [1.1, -1.8, -0.2], [0.2, 0.2, -0.2]],
  "lowdin_spin": [0.004, 0.000, 0.001, 0.002, 0.001, 0.001, 0.000, 0.000, 0.000, 0.000, 0.000, -0.031, -0.008, -0.035, -0.006, -0.034, -0.002, 0.005, -0.009, 0.005, -0.005, 2.089, 0.000, 0.000, 0.000, 0.000, -0.001, -0.003, 0.000, -0.003, -0.001, 0.000, 0.000, 0.000, -0.002, -0.005, 0.000, 0.009, 0.010, 0.009, 0.007, 0.000, 0.000, 0.000, 0.000]
}

***

{
  "formula": "C4H4NO2S",
  "method": "ωB97M-V/def2-TZVPD",
  "e_above_lowest_kcal_mol": 57.3,
  "total_energy_ha": -758.1991,
  "charge": -1,
  "homo_lumo_gap_ha": 0.2790,
  "species": ["C", "C", "C", "C", "N", "O", "O", "S", "H", "H", "H", "H"],
  "xyz": [[0.3743, 0.0197, 0.0176], [-2.3713, -0.3066, -0.1343], [2.5950, -1.2790, -0.1676], [-0.4766, -0.9277, 0.3093], [1.7601, -0.0343, -0.0512], [1.9664, -2.3071, 0.0972], [3.8132, -1.0241, -0.1501], [-3.5350, -1.3677, -0.0138], [0.0692, 0.9731, -0.3959], [-2.4516, 0.5583, -0.6839], [-0.5764, -1.9309, 0.5705], [2.1642, 0.7625, -0.3635]],
  "atomic_forces_ev_per_a": [[2.6, 0.4, -1.2], [4.8, -3.7, 1.7], [0.2, 0.9, 3.2], [-5.5, 2.4, -1.0], [-1.9, -3.1, 0.6], [-0.3, -0.5, -1.0], [-0.2, -0.1, -1.2], [-0.9, -0.4, 0.2], [-0.7, 0.1, 0.4], [0.0, 2.3, -1.0], [0.3, -1.2, 0.4], [1.6, 2.7, -1.0]],
  "mulliken_charge": [-0.162, -0.260, 0.488, -0.308, -0.185, -0.670, -0.731, -0.304, 0.190, 0.277, 0.462, 0.202]
}